No. 1
The following is a DFT calculation (the ωB97M-V functional and the def2-TZVPD basis) of a molecular structure, C12H22O12 in a non-equilibrium geometry.

The geometry in XYZ format:
```
46
Properties=species:S:1:pos:R:3:forces:R:3
O 1.2816 1.4193 -1.4155 -4.651 3.638 1.877
C 0.4461 2.2170 -0.7752 3.386 -3.142 -5.720
O -0.8131 2.5736 -1.2622 6.227 -3.983 -4.194
H -1.1893 2.9732 -0.5758 -3.265 3.135 5.017
C 1.0098 2.8355 0.4349 -1.032 -11.109 2.566
O 2.2489 2.0479 0.8948 -1.479 2.065 -0.650
H 2.5912 1.3973 0.2253 -1.295 1.380 0.048
H 0.9804 3.7779 0.3264 0.925 7.179 -0.030
C -0.2101 2.3623 1.4633 1.838 1.564 4.183
O -1.3722 2.9961 1.1584 -4.232 -2.510 -0.931
H -2.2444 2.1181 1.1160 2.049 2.514 0.023
C -0.3466 0.7791 1.6107 4.262 4.277 6.610
H 0.8286 0.6339 1.9371 -2.776 -0.715 -0.952
C -1.2635 0.3302 2.9698 5.181 5.017 -2.240
O -0.9624 -0.9155 3.0024 -0.858 -9.417 3.541
H -1.3115 -1.4155 3.9369 1.272 2.063 -3.910
C -2.5696 0.7547 2.8323 -7.049 -4.444 -3.071
H -2.8815 1.5494 3.3342 -0.917 3.614 2.118
O -3.2843 0.9366 1.4369 4.323 -2.830 -0.666
H -2.8565 0.0332 0.9303 -1.804 3.693 1.251
H -3.2641 -0.1291 3.0969 1.040 1.217 0.671
H -0.8250 0.7125 3.8628 0.297 1.773 0.655
O -0.8066 0.2251 0.5443 -0.797 -2.563 -1.809
C -0.2318 -1.0933 0.2072 -4.254 11.004 -10.455
O 0.9065 -0.7812 -0.2830 6.989 -0.211 2.080
C 1.6332 -1.9196 -0.6670 3.877 1.217 -2.828
C 1.2195 -2.0595 -2.0712 -5.727 -10.409 0.770
O 1.1331 -1.1343 -2.9814 2.619 3.885 -0.856
H 1.3665 -0.3432 -2.4312 -0.536 0.706 -1.296
C -0.4094 -2.3998 -1.8540 1.136 6.903 -5.893
O -1.1819 -2.5450 -3.2283 3.950 3.286 -0.652
H -0.6044 -1.8509 -3.9006 -2.453 -2.803 2.912
C -1.0991 -1.2395 -1.1257 8.163 -1.565 -0.483
O -2.2738 -1.4179 -0.7825 -10.963 -3.851 1.761
H -2.7651 -1.8436 -1.5464 0.336 0.699 1.236
H -1.2046 -0.4280 -1.7543 2.181 2.702 -1.399
H -0.7036 -3.2144 -1.5001 -1.678 -7.349 3.673
H 1.5734 -3.2167 -2.3833 -0.217 3.201 -0.085
C 3.1769 -1.7252 -0.7925 1.142 -1.539 -0.417
O 3.7379 -1.7202 0.4653 -0.738 4.511 4.622
H 3.3373 -0.8461 1.1266 1.660 -3.832 -3.175
H 3.7805 -2.7917 -1.1743 -2.362 3.089 0.162
H 3.4462 -0.8374 -1.4389 -0.109 -0.897 0.536
H 1.6601 -2.8260 -0.0903 -1.347 -0.370 0.526
H -0.5085 -1.7507 0.7526 -2.085 -8.418 7.859
H 0.0998 2.9492 2.6189 -0.229 -2.377 -2.985
```
Positions in Å, forces in eV/Å.

Its spin multiplicity is 1. The calculation puts the electronic energy at -37354.96636 eV. The total charge is 0. Its relative energy (zero: lowest compared OMol25 entry of this formula, charge and spin) is 1523.7 kJ/mol.

No. 2
The following is a DFT calculation (the ωB97M-V functional and the def2-TZVPD basis) of a gas-phase ion, C12H22O3P (charge -1) in a non-equilibrium geometry.

The geometry in XYZ format:
```
38
Properties=species:S:1:pos:R:3:forces:R:3
O -4.3057 3.8435 -2.7782 0.381 -0.016 0.404
C -2.9467 3.4158 -2.8721 0.879 -0.599 0.184
C -2.7815 1.8629 -3.1014 -0.104 0.888 -0.982
O -3.6827 1.0766 -2.3151 1.670 -0.386 -0.052
C -2.9424 0.1745 -1.4645 -0.765 0.481 -0.335
O -2.5151 0.9274 -0.3505 -1.011 -1.672 -0.262
C -2.3992 0.0909 0.8285 0.546 -0.109 0.763
P -0.5921 0.2934 1.5188 -0.001 0.098 -0.039
C 1.1836 0.3484 2.2578 0.376 0.157 1.255
C 1.6885 -1.1008 2.6414 1.137 1.019 -0.708
C 2.6454 -1.6263 1.5106 0.832 -1.212 0.072
C 2.5558 -1.1787 0.1138 1.375 -1.301 0.638
C 3.4982 -1.6734 -0.8907 0.130 -0.617 2.605
C 4.5413 -2.6227 -0.4804 -1.643 0.741 1.245
C 4.5935 -3.0897 0.9106 -0.900 0.844 -0.103
C 3.6637 -2.6173 1.9302 -0.344 1.351 -3.285
H -4.5967 3.7398 -1.8540 0.286 -0.186 -0.643
H -2.3463 3.6825 -1.9630 -0.691 -0.081 -0.578
H -2.4676 3.9451 -3.7475 -0.595 -0.510 0.816
H -2.9918 1.6620 -4.1890 0.043 0.054 0.861
H -1.6961 1.6156 -2.9283 -1.042 0.110 0.055
H -2.0928 -0.2866 -2.0513 -0.512 0.557 0.608
H -3.6571 -0.6549 -1.2145 0.532 0.831 0.121
H -2.5575 -1.0085 0.6094 0.168 1.118 -0.039
H -3.1109 0.3697 1.6563 0.286 0.174 -0.980
H -1.0861 0.0735 2.8877 -0.178 -0.448 0.229
H -0.4095 -1.1364 1.2674 0.183 -0.475 0.038
H -0.1228 0.6237 0.1639 0.108 -0.187 -0.369
H -0.7851 1.7348 1.7232 -0.114 0.251 0.091
H 1.1482 0.9357 3.2277 -0.233 -0.457 -1.010
H 1.9130 0.9165 1.6045 -0.632 -0.830 0.533
H 2.2717 -1.0128 3.6072 -0.331 -0.343 -1.048
H 0.8623 -1.8329 2.8488 0.448 0.777 -0.473
H 1.7672 -0.4396 -0.1804 0.761 -0.817 0.405
H 3.4033 -1.2744 -1.9245 0.262 -0.550 0.855
H 5.2695 -2.9969 -1.2321 -0.591 0.283 0.741
H 5.3726 -3.8275 1.2401 -0.736 0.790 -0.601
H 3.7076 -2.9529 2.9895 0.020 0.272 -1.012
```
Positions in Å, forces in eV/Å.

Its spin multiplicity is 1. The calculation puts the electronic energy at -28227.05806 eV. The total charge is -1. Its relative energy (zero: lowest compared OMol25 entry of this formula, charge and spin) is 558.2 kJ/mol.

No. 3
The following is a DFT calculation (the ωB97M-V functional and the def2-TZVPD basis) of a molecular structure, C12H23AgAlClN2O2S in a non-equilibrium geometry.

The geometry in XYZ format:
```
43
Properties=species:S:1:pos:R:3:forces:R:3
O -0.6729 -2.9762 -1.2604 -0.061 0.291 0.243
C -0.6915 -2.3780 -2.5726 0.309 -0.032 0.203
C 0.1452 -1.0928 -2.6628 -0.469 -0.182 -0.497
C -0.5747 0.0625 -3.3940 0.534 0.091 0.438
Al -0.3647 1.9575 -2.7382 -0.413 0.105 -0.666
Cl 1.6943 2.3704 -2.0102 -0.204 -0.124 -0.216
C -1.6191 2.5075 -1.2520 0.660 -0.122 0.138
C -1.1491 2.1735 0.1668 -0.720 0.594 -0.207
C -1.9137 1.0342 0.8106 0.594 -0.688 0.701
C -1.1636 0.4518 2.0428 -0.397 -0.169 -0.450
C -0.3418 -0.7655 1.6732 -0.013 -0.136 0.330
C 0.2830 -1.4233 2.8993 0.440 0.188 -0.013
C 1.6132 -2.1391 2.6269 -0.479 0.099 -0.214
S 3.1055 -1.2490 3.1011 -0.092 -0.057 0.468
C 3.2117 0.0338 1.9452 0.665 -0.289 -0.260
N 4.3357 0.3438 1.3942 -0.262 0.018 0.111
N 4.0909 1.4767 0.6325 -0.235 0.151 -0.106
C 2.8390 1.7258 0.7569 0.425 0.314 0.199
O 2.2033 0.8708 1.5959 0.034 -0.220 0.228
H -0.4313 -3.8970 -1.3489 0.037 -0.128 -0.016
H -1.7225 -2.1727 -2.8440 -0.252 0.027 0.019
H -0.2978 -3.1099 -3.2715 -0.083 -0.127 -0.269
H 0.5120 -0.8301 -1.6737 -0.055 0.024 0.284
H 1.0128 -1.3498 -3.2612 0.450 0.087 0.193
H -0.1908 0.0944 -4.4112 -0.044 0.073 -0.271
H -1.6372 -0.1601 -3.5057 -0.246 0.034 0.078
H -0.6553 2.9396 -3.9862 0.020 0.001 0.040
H -1.6842 3.5899 -1.3241 -0.070 0.200 -0.195
H -2.6216 2.1290 -1.4604 -0.198 -0.116 0.113
H -0.0924 1.9131 0.2208 0.177 -0.118 -0.088
H -1.2911 3.0429 0.8082 0.191 0.095 0.273
H -1.9896 0.2476 0.0468 -0.216 -0.132 -0.196
H -2.9069 1.4316 1.1105 -0.203 0.384 -0.235
H -1.8559 0.1192 2.8444 -0.006 0.220 0.255
H -0.5380 1.2273 2.4710 0.047 0.147 0.260
H -1.0060 -1.4832 1.2014 -0.013 -0.303 -0.436
H 0.4229 -0.4998 0.9547 0.024 0.060 -0.255
H 0.4659 -0.6608 3.6534 -0.027 0.050 0.217
H -0.4093 -2.1444 3.3259 -0.205 -0.065 0.123
H 1.6843 -2.4225 1.5819 0.052 -0.115 -0.194
H 1.6470 -3.0518 3.2107 0.240 -0.156 0.122
H 2.2576 2.4963 0.2931 -0.015 0.095 -0.053
Ag -3.7032 -0.4329 1.6090 0.081 -0.071 -0.199
```
Positions in Å, forces in eV/Å.

Its spin multiplicity is 1. The calculation puts the electronic energy at -53842.77310 eV. The total charge is 0.